Record 1
Formula: C4H4O3
Source: the Open Molecules 2025 dataset
Level of theory: ωB97M-V/def2-TZVPD

```
! RIJCOSX wB97M-V def2-TZVPD def2/J DEFGRID3
* xyz 0 1
O 1.3533 -0.8054 -0.1401
O -2.2221 -0.1872 -0.5106
O 0.3769 0.2288 2.2798
C 1.2708 0.5641 -0.4478
C -1.1205 -0.4189 -0.9547
C 0.0746 -0.1925 -0.0125
C -0.3884 -0.1161 1.4158
H 1.3299 0.7957 -1.5116
H 1.7938 1.2417 0.2275
H -1.4161 -0.4155 1.6640
H -1.0693 -0.7298 -2.0178
*
```

Computed properties:
SMILES   O=CC1(C=O)CO1
E_HOMO   -9.9 eV
Energy above the lowest of the compared OMol25 structures with the same formula, charge and spin   2.470 eV
Frontier orbital gap   0.372 Ha

In the Mulliken picture, each atom carries the following charge in e: -0.423 -0.453 -0.459 -0.501 -0.225 0.994 -0.197 0.266 0.243 0.373 0.381

Record 2
Formula: C6H19NO4
Source: the Open Molecules 2025 dataset
Level of theory: ωB97M-V/def2-TZVPD

```
! RIJCOSX wB97M-V def2-TZVPD def2/J DEFGRID3
* xyz 0 1
O 1.7791 -1.6734 0.6709
O -2.6913 -0.9357 0.9181
O -2.1188 -0.2283 -2.5902
O -0.6357 -3.1356 2.3321
N 0.4828 -0.1799 -0.4891
C -0.0819 -2.4454 -0.6329
C 0.9088 -1.4430 -0.1425
C 1.2151 1.9162 -1.3960
C 1.2890 1.0117 -0.0849
C 0.9449 2.9953 1.4157
C 0.4997 1.5624 1.0713
H -2.6637 -1.7619 0.4024
H 1.8224 3.1460 0.8068
H 0.0058 -0.0793 -1.3730
H -0.4838 -2.6217 3.1330
H 0.2420 -3.5153 2.1869
H -0.8615 -2.0815 -1.2881
H 0.1823 2.2505 -1.5880
H 1.8102 2.8229 -1.2225
H 0.3073 3.7637 0.9524
H 1.2650 3.3660 2.3602
H -2.9559 0.2160 -2.3872
H 1.8250 1.4572 -2.1977
H -0.5559 -3.0087 0.1609
H -0.5861 1.6110 0.9185
H -2.3853 -1.0754 -2.9637
H 0.5909 0.9015 1.9602
H 0.4395 -3.1408 -1.3762
H 2.3839 0.8782 0.0771
H -1.9740 -0.5726 0.3655
*
```

Computed properties:
SMILES   CC[C@H](C)NC(C)=O.O.O.O
E_HOMO   -9.7 eV
Energy above the lowest of the compared OMol25 structures with the same formula, charge and spin   1.592 eV
Frontier orbital gap   0.367 Ha

In the Mulliken picture, each atom carries the following charge in e: -0.646 -0.628 -0.602 -0.604 0.028 -0.934 0.749 -1.580 -0.041 -1.234 -0.124 0.328 0.288 0.240 0.295 0.315 0.065 0.328 0.488 0.296 0.368 0.311 0.426 0.249 0.188 0.300 0.303 0.292 0.239 0.297

Record 3
Formula: C21H39BIO13P
Source: the Open Molecules 2025 dataset
Level of theory: ωB97M-V/def2-TZVPD

```
! RIJCOSX wB97M-V def2-TZVPD def2/J DEFGRID3
* xyz 0 1
I 1.3718 -1.2280 5.5141
P 3.3370 -1.4607 3.0044
O 3.7441 -2.6887 3.6999
O 1.7735 1.6076 4.0723
O -2.7034 -4.8436 -4.1113
O 1.3345 1.0907 1.7660
O 3.3538 -1.5627 1.4221
O 0.8142 -1.6598 2.5673
O 1.1976 2.8016 -2.2274
O -0.8020 -0.9465 1.1993
O -0.6338 5.7226 -1.8094
O -0.1854 -3.1037 -3.7736
O -0.9420 -4.4716 -1.1459
O 4.2266 -0.1852 3.3301
O 2.3716 5.4970 -1.3071
C -3.9077 -4.4920 -4.7494
C 1.1179 2.8709 4.1062
C 1.6403 -0.8513 3.4057
C 1.8744 4.4057 -0.5518
C 1.6852 5.8537 -2.4929
C -0.0446 -5.1340 -0.2903
C 0.3867 6.5921 -2.2666
C -0.6146 -3.1029 -1.3467
C -1.0174 -2.6361 -2.7242
C -1.6765 -2.4564 4.1256
C -3.1311 -1.2805 5.6341
C -1.4124 -1.2602 3.4708
C -1.5650 6.3519 -0.9624
C -2.0088 -0.0750 3.8883
C -2.5471 -2.4652 5.2036
C -2.8683 -0.0892 4.9760
C -0.3180 -4.4533 -4.1800
C 2.1105 3.0484 -1.1702
C -1.5754 -4.7533 -4.9623
C -0.4758 -1.2427 2.3161
C 1.7122 1.9314 -3.2088
B 1.5480 0.7255 3.0774
H 0.6157 2.9536 5.0688
H 3.1441 2.9926 -1.5321
H 0.9915 -5.0182 -0.6320
H -3.8452 -3.4916 -5.1936
H -4.1754 -5.2114 -5.5327
H -0.2996 -6.1924 -0.3023
H 0.4627 -2.9450 -1.2154
H 2.4410 4.4347 0.3817
H -0.8989 -1.5503 -2.7377
H -2.1732 7.0864 -1.5035
H -4.6893 -4.4903 -3.9921
H -0.2177 -5.1401 -3.3364
H 0.5550 7.3981 -1.5425
H 1.8543 3.6677 4.0300
H 1.5318 4.9902 -3.1440
H -0.1191 -4.7653 0.7410
H -2.2210 5.5780 -0.5675
H 1.8602 0.9195 -2.8140
H 0.5255 -4.6226 -4.8532
H 0.3742 2.9746 3.3168
H -1.7941 0.8491 3.3643
H 3.1461 -2.4706 1.1639
H -3.3227 0.8307 5.3160
H 4.9641 -0.4855 3.8807
H -1.1450 -2.4999 -0.6038
H 0.8172 4.5378 -0.3073
H -1.7245 -3.9695 -5.7149
H -2.7417 -3.3979 5.7151
H 2.6655 2.3002 -3.6055
H -2.0691 -2.8599 -2.9169
H -1.0659 6.8536 -0.1248
H 1.9732 2.2838 -0.3955
H 2.3574 6.5453 -3.0062
H 0.0733 7.0409 -3.2195
H 0.4211 1.2915 1.5369
H -1.4420 -5.7131 -5.4812
H -1.1937 -3.3656 3.7927
H 0.9878 1.8896 -4.0200
H -3.7946 -1.2850 6.4876
*
```

Computed properties:
E_HOMO   -9.0 eV
Frontier orbital gap   0.336 Ha

In the Mulliken picture, each atom carries the following charge in e: 0.092 0.619 -0.690 -0.309 -0.268 0.020 -0.492 -0.071 -0.290 -0.555 -0.247 -0.445 -0.305 -0.494 -0.491 -0.776 -0.679 -0.146 -0.257 -0.344 -0.655 -0.560 -0.151 -0.496 -0.213 -0.464 0.671 -0.788 -0.169 -0.600 -0.757 -0.368 -0.219 -0.563 0.197 -0.795 0.393 0.251 0.361 0.352 0.337 0.326 0.254 0.300 0.312 0.429 0.325 0.233 0.131 0.346 0.239 0.138 0.174 0.229 0.288 0.404 0.283 0.398 0.338 0.402 0.348 0.159 0.170 0.347 0.399 0.354 0.168 0.340 0.126 0.389 0.387 0.171 0.408 0.418 0.234 0.398

Record 4
Formula: C2H6N6
Source: the Open Molecules 2025 dataset
Level of theory: ωB97M-V/def2-TZVPD

```
! RIJCOSX wB97M-V def2-TZVPD def2/J DEFGRID3
* xyz 0 1
N -0.4262 -0.0296 -1.7779
N 0.4673 0.3860 0.4189
N -0.7417 -0.3858 0.4048
N 1.5916 -0.4133 0.9742
N -1.8782 0.0009 1.1357
N 1.8067 0.5494 -1.4206
C 0.6031 0.5146 -1.0423
C -1.3476 -0.3405 -0.8605
H -1.8866 1.0418 1.3944
H -2.4519 -0.5480 -0.9611
H -2.0083 -0.6293 2.2080
H 2.1050 0.7112 -2.3661
H 2.0824 -1.0038 0.1045
H 2.0844 0.1465 1.7880
*
```

Computed properties:
SMILES   [H]/N=c1\ncn(N)n1N
E_HOMO   -8.8 eV
Energy above the lowest of the compared OMol25 structures with the same formula, charge and spin   4.380 eV
Frontier orbital gap   0.337 Ha

In the Mulliken picture, each atom carries the following charge in e: -0.574 -0.051 0.219 -0.503 -0.742 -0.639 0.476 0.139 0.253 0.355 0.269 0.230 0.309 0.258

Record 5
Formula: C7H11Cl
Source: the Open Molecules 2025 dataset
Level of theory: ωB97M-V/def2-TZVPD

```
! RIJCOSX wB97M-V def2-TZVPD def2/J DEFGRID3
* xyz 0 1
Cl 1.8043 -1.6720 -1.3010
C -0.2920 2.0778 -1.6204
C 0.5569 0.3614 0.0617
C -0.3138 1.2825 -0.3550
C 1.8318 -0.0306 -0.6666
C 0.4066 -0.3404 1.4112
C -1.5133 -1.8691 0.8321
C -0.5085 -1.2143 1.7779
H -1.5340 -2.9840 0.9312
H -1.2372 1.9312 -2.1581
H -0.1582 3.1158 -1.3762
H -0.4748 -1.4963 2.8296
H 1.2227 -0.0908 2.0386
H 1.9966 0.6421 -1.4949
H -1.1442 1.5327 0.2697
H 0.5201 1.7938 -2.2846
H -1.3102 -1.5713 -0.1610
H 2.6573 0.0205 0.0998
H -2.5101 -1.4889 1.1660
*
```

Computed properties:
SMILES   C/C=C\C(=C\C)CCl
E_HOMO   -9.0 eV
Energy above the lowest of the compared OMol25 structures with the same formula, charge and spin   0.759 eV
Frontier orbital gap   0.366 Ha

In the Mulliken picture, each atom carries the following charge in e: -0.201 -1.235 0.151 -0.082 -0.462 -0.612 -1.087 -0.129 0.321 0.296 0.312 0.373 0.394 0.294 0.429 0.339 0.334 0.291 0.273

Record 6
Formula: C33H37ClO2PbSi2
Source: the Open Molecules 2025 dataset
Level of theory: ωB97M-V/def2-TZVPD

```
! RIJCOSX wB97M-V def2-TZVPD def2/J DEFGRID3
* xyz 0 1
Pb -0.3768 -0.7537 -1.8609
Cl 3.6621 2.3146 -2.9855
Si -0.4654 -0.7475 -6.0382
Si 2.6611 1.9651 -4.7710
O 1.2755 -1.0205 0.0016
O 0.1759 1.2854 -0.2865
C 0.6143 -0.2628 -4.5626
C 1.0230 -3.0313 -7.1435
C 2.9942 -0.8018 -4.3398
C 1.9162 -0.0237 0.7941
C 0.1443 -2.4914 -9.7289
C 0.0621 -2.0241 -7.3242
C -0.1823 0.8386 -7.0916
C 0.1151 2.9381 -3.8875
C -0.4328 -1.8402 -8.6342
C -1.8072 -0.6859 0.6001
C -1.1086 4.6995 -4.9785
C 1.1859 -3.4036 -9.5306
C 1.1643 2.1468 -8.6552
C 1.3718 1.3509 0.5008
C 0.2863 -1.6628 -4.2249
C -2.9391 -1.5341 -1.2295
C -2.1896 -2.5977 -0.6341
C -0.0337 4.9075 -5.8435
C 0.0819 2.9965 -8.8780
C 1.1065 4.1094 -5.7452
C -1.1071 2.8040 -8.1792
C 1.1722 3.0929 -4.7952
C 1.3570 -2.5390 -3.9132
C -1.2271 1.7438 -7.2758
C 1.0285 1.0741 -7.7637
C 1.7978 -2.3300 0.2435
C -1.4775 -2.0643 0.4791
C 2.6681 -2.1274 -4.0256
C 2.0470 0.1683 -4.6210
C -1.0370 3.7183 -3.9847
C 1.6028 -3.6939 -8.2351
C -0.4460 2.5753 -0.3691
C -2.6945 -0.3445 -0.4679
H 2.1125 2.3114 -9.1739
H -3.1726 0.6271 -0.6056
H 1.9342 4.2492 -6.4336
H 1.2144 -3.0576 -0.3339
H -2.2226 -3.6529 -0.9086
H 1.1461 1.8454 1.4604
H 1.6698 -3.8876 -10.3749
H -0.7609 -2.0563 -4.1136
H 1.3679 -3.2836 -6.1448
H 1.7232 -2.6006 1.3072
H -0.0645 0.5338 -4.1921
H -1.4248 2.4514 -0.8484
H -0.0769 5.6606 -6.6297
H 0.1796 3.2784 -0.9535
H -3.6420 -1.6291 -2.0589
H -1.2383 -1.1276 -8.8381
H -2.0249 5.2705 -5.1076
H -1.8665 3.5444 -3.2942
H 2.3843 -4.4374 -8.0594
H 1.7423 -0.2679 1.8515
H -0.1960 -2.2870 -10.7491
H 2.9970 -0.0288 0.5836
H -0.8844 -2.6312 1.2003
H 4.0588 -0.5790 -4.4058
H 2.8590 -2.3818 -0.0502
H 3.4792 -2.8578 -3.9209
H 1.1228 -3.5801 -3.6912
H -1.9232 -0.8432 -5.8619
H -1.5526 -0.0519 1.4472
H 1.8903 0.4148 -7.6109
H -2.1536 1.6030 -6.7189
H -0.5795 2.9921 0.6462
H 2.1223 1.9299 -0.0595
H -1.9455 3.4906 -8.3199
H 0.1773 2.1912 -3.0868
H 3.5861 2.2463 -5.7947
H 0.1744 3.8312 -9.5686
*
```

Computed properties:
E_HOMO (spin up / spin down)   -5.3 / -5.3 eV
Energy above the lowest of the compared OMol25 structures with the same formula, charge and spin   2.558 eV
Frontier orbital gap (spin up / spin down)   0.198 / 0.199 Ha

In the Mulliken picture, each atom carries the following charge in e: 1.027 -0.358 -0.292 -0.125 0.175 0.072 2.887 -0.149 -0.757 -0.658 -0.581 0.762 0.225 0.379 -0.541 -0.109 -0.560 -0.461 -0.775 -0.710 -1.820 -0.876 -0.573 -0.588 -0.456 -0.203 -0.615 0.309 -0.701 -0.239 -0.003 -1.058 -0.632 -0.977 0.417 -0.852 -0.649 -0.950 -0.743 0.406 0.551 0.372 0.305 0.447 0.361 0.363 0.758 0.040 0.359 -0.966 0.146 0.409 0.361 0.512 0.329 0.381 0.380 0.386 0.421 0.385 0.389 0.542 0.412 0.298 0.375 0.421 -0.288 0.484 0.441 0.298 0.339 0.335 0.412 0.386 -0.174 0.385

Record 7
Formula: C4H12NPS
Source: the Open Molecules 2025 dataset
Level of theory: ωB97M-V/def2-TZVPD

```
! RIJCOSX wB97M-V def2-TZVPD def2/J DEFGRID3
* xyz 0 1
S -2.2759 1.5196 0.1201
P -1.1443 -0.0672 -0.0007
N 0.4028 0.1767 -0.5408
C 1.1337 1.4310 -0.3062
C -0.9499 -1.0675 1.4937
C -1.8884 -1.3885 -1.1105
C 2.5295 1.1622 0.1305
H -2.1244 -0.9183 -2.0322
H -0.7860 -0.4415 2.3528
H -1.9650 -1.5928 1.7423
H 2.8710 0.4352 -0.6372
H 3.2625 1.9702 0.3554
H 0.7464 -0.4223 -1.2797
H -0.1788 -1.7017 1.4734
H -2.7941 -1.8059 -0.8648
H 1.1796 1.8993 -1.3109
H -1.0215 -2.0337 -1.1424
H 0.7039 2.1471 0.4781
H 2.2987 0.6981 1.0792
*
```

Computed properties:
SMILES   CCNP(C)(C)=S
E_HOMO   -8.3 eV
Energy above the lowest of the compared OMol25 structures with the same formula, charge and spin   0.167 eV
Frontier orbital gap   0.334 Ha

In the Mulliken picture, each atom carries the following charge in e: -0.434 0.603 -0.234 -0.387 -1.219 -1.261 -1.097 0.347 0.342 0.304 0.273 0.331 0.258 0.492 0.423 0.277 0.369 0.338 0.277

Record 8
Formula: C15H21BrClNO2
Source: the Open Molecules 2025 dataset
Level of theory: ωB97M-V/def2-TZVPD

```
! RIJCOSX wB97M-V def2-TZVPD def2/J DEFGRID3
* xyz 0 1
Br -1.8140 0.7909 -0.8841
Cl 1.0702 4.0285 2.6159
O -0.4228 -5.3036 -1.2641
O 0.1501 1.4433 1.3696
N 0.9721 -2.8746 -1.0182
C 1.5676 -4.1070 -0.4519
C 1.9519 -0.1784 1.3637
C 0.9414 -5.3490 -1.1438
C -2.6810 6.1187 -0.2432
C 1.3158 -1.6283 -0.4647
C -2.1510 3.4993 -0.2623
C 1.3698 -1.2699 1.0653
C -0.1713 3.8736 1.5056
C -0.2521 2.6249 0.9351
C -1.4273 2.4440 0.0465
C -0.8823 -4.2331 -1.5166
C 1.3036 1.1496 0.8098
C -0.5974 -3.1241 -0.7523
C -0.9662 5.1073 1.0382
C -1.8857 5.0186 0.1414
H -0.8151 5.8240 1.7244
H 1.3145 -6.3252 -0.7020
H 0.9402 -0.9674 -0.9781
H 1.9831 -0.0510 2.6633
H -0.8731 -2.1192 -1.1655
H 1.9038 2.0679 1.1960
H 1.1017 -4.2774 0.6526
H -2.8771 3.5491 -1.3141
H 2.4411 -4.1424 -0.4057
H 1.3905 -5.1010 -2.5270
H 1.5561 -2.1773 1.5524
H -0.7235 -4.0161 -2.7189
H -2.0502 -4.4784 -1.5017
H 2.9613 -0.1958 1.2694
H 1.5667 1.1508 -0.1333
H 2.4740 -1.6384 -0.5483
H -2.0634 7.0194 0.0034
H -3.5680 6.1771 0.2658
H -1.0298 -3.1018 0.0706
H -3.0635 5.8836 -1.3904
H 0.0391 -1.1109 1.0976
*
```

Computed properties:
E_HOMO   -8.5 eV
Energy above the lowest of the compared OMol25 structures with the same formula, charge and spin   0.935 eV
Frontier orbital gap   0.332 Ha

In the Mulliken picture, each atom carries the following charge in e: -0.177 -0.205 -0.154 -0.363 -0.008 -1.039 -1.266 -0.678 -1.201 -1.832 -0.290 0.195 0.309 0.523 -0.052 -0.526 -0.472 -0.550 -0.849 0.709 0.484 0.283 1.111 0.210 -0.024 0.265 0.212 0.034 1.083 0.256 0.548 0.319 0.212 0.589 0.502 0.273 0.343 0.315 0.615 0.276 0.019

DFT total energy readings, ordered: -380.45628; -595.70053; -2465.64766; -408.13498; -733.46763; -2662.04548; -953.89789; -3823.04358 Ha